# 1
A molecular structure, C2H3N3O2 in a non-equilibrium geometry, computed with ωB97M-V with the def2-TZVPD basis set.

Geometry as XYZ:
```
10
Properties=species:S:1:pos:R:3
C -1.59760 -0.46945 -0.26928
N 1.64101 -0.54487 -0.03401
C -0.35464 1.10438 0.16249
N -0.50710 -1.04867 -0.72452
N 0.41026 -0.13642 -0.33191
O -2.73442 -0.63102 -0.01305
O -0.07863 1.65382 1.20994
H 2.10025 -0.03109 0.70648
H 1.80054 -1.54300 0.04151
H -0.67966 1.64630 -0.74766
```

Total charge ... 0
Gap between HOMO and LUMO (alpha / beta) ... 7.43 / 7.45 eV
E_LUMO (alpha / beta) ... -1.149 / -0.841 eV
Total energy ... -10683.162 eV

Atomic partial charges in e from the Mulliken method, atoms 1 to 5: atom 1 (C): 0.55, atom 2 (N): -0.60, atom 3 (C): 0.01, atom 4 (N): -0.73, atom 5 (N): 0.80

=====

# 2
A molecular structure, C2H3N3O2 in a non-equilibrium geometry, computed with ωB97M-V with the def2-TZVPD basis set.

Geometry as XYZ:
```
10
Properties=species:S:1:pos:R:3
C 0.69384 0.02451 -0.14090
C -1.38580 0.29496 -0.00323
H 2.56339 -1.11866 0.50327
H 2.40014 0.64345 -0.27250
H -2.49684 -1.19179 -0.00986
N 1.98721 -0.28942 0.06672
N 0.31398 1.27521 -0.06188
N -0.98176 1.45313 0.03562
O -2.69506 -0.30385 0.03228
O -0.39910 -0.78755 -0.14953
```

Total charge ... 0
Gap between HOMO and LUMO ... 9.15 eV
E_LUMO ... 0.520 eV
Total energy ... -10685.072 eV

Atomic partial charges in e from the Mulliken method, atoms 1 to 5: atom 1 (C): 0.46, atom 2 (C): 0.61, atom 3 (H): 0.27, atom 4 (H): 0.30, atom 5 (H): 0.31